Record 1
{
  "formula": "C30H58BCl18FIO5",
  "method": "wB97M-V/def2-TZVPD",
  "charge": -1,
  "lumo_ha": 0.0489,
  "total_energy_ha": -10260.1091,
  "largest_force_ev_per_a": 1.67,
  "species": ["C", "C", "C", "C", "O", "C", "O", "B", "C", "C", "C", "C", "O", "O", "C", "I", "C", "C", "O", "F", "H", "H", "H", "H", "H", "H", "H", "H", "H", "H", "H", "H", "H", "H", "H", "H", "H", "H", "H", "H", "H", "H", "Cl", "C", "C", "Cl", "H", "H", "H", "H", "Cl", "C", "C", "Cl", "H", "H", "H", "H", "Cl", "C", "C", "Cl", "H", "H", "H", "H", "Cl", "C", "C", "Cl", "H", "H", "H", "H", "Cl", "C", "C", "Cl", "H", "H", "H", "H", "Cl", "C", "C", "Cl", "H", "H", "H", "H", "Cl", "C", "C", "Cl", "H", "H", "H", "H", "Cl", "C", "C", "Cl", "H", "H", "H", "H", "Cl", "C", "C", "Cl", "H", "H", "H", "H"],
  "coordinates": [[0.3703, -0.4459, -0.7578], [-0.8186, 0.4713, -1.0708], [-1.1686, 0.5100, -2.5554], [-0.0230, 1.0652, -3.4330], [0.8759, 1.8393, -2.6614], [2.0848, 2.0045, -3.2992], [2.8965, 0.8748, -3.2650], [4.3148, 1.3635, -3.3684], [5.2570, 0.6666, -4.4824], [5.0624, 1.1174, -5.9381], [5.5744, 2.5467, -6.2578], [4.4593, 3.5344, -6.6350], [4.5575, 4.6738, -5.7833], [4.1519, 2.8706, -3.4224], [3.0330, 3.0734, -2.6886], [2.3825, 5.1368, -2.9889], [3.2379, 2.8252, -1.1678], [2.3265, 3.5295, -0.2104], [2.6645, 4.3996, 0.5562], [1.0469, 3.0935, -0.1777], [1.2342, -0.1674, -1.3585], [0.6387, -0.3125, 0.2908], [0.0978, -1.4836, -0.9390], [-1.6768, 0.0628, -0.5356], [-0.6183, 1.4745, -0.7028], [-2.0277, 1.1701, -2.6841], [-1.4179, -0.4870, -2.9171], [-0.4555, 1.6814, -4.2276], [0.4937, 0.2339, -3.9140], [1.9936, 2.3096, -4.3572], [4.8906, 1.1357, -2.2693], [6.2972, 0.7504, -4.1646], [5.0016, -0.3984, -4.4402], [5.6421, 0.4373, -6.5762], [4.0285, 0.9792, -6.2552], [6.1598, 2.9588, -5.4424], [6.2088, 2.4518, -7.1394], [4.5355, 3.8457, -7.6813], [3.4761, 3.0684, -6.5302], [3.7425, 5.1746, -5.8333], [3.1306, 1.7506, -1.0072], [4.2576, 3.0957, -0.9176], [4.9441, 7.0430, -9.9721], [6.6582, 6.9036, -9.5015], [7.2808, 5.6259, -10.0026], [6.6201, 4.2009, -9.1697], [6.7132, 6.9710, -8.4180], [7.1760, 7.7584, -9.9339], [8.3524, 5.6413, -9.8087], [7.1241, 5.4998, -11.0712], [-0.2867, 0.5508, 2.9006], [0.5750, -0.2886, 4.2134], [1.4519, -1.4029, 3.7021], [0.5003, -2.7622, 3.0478], [-0.1667, -0.6560, 4.9172], [1.1941, 0.4547, 4.7143], [2.0536, -1.8001, 4.5183], [2.1176, -1.0561, 2.9155], [-4.6932, 0.3787, 2.0858], [-4.4287, -1.3586, 2.4038], [-3.1557, -1.8673, 1.7815], [-3.2613, -1.8958, 0.0043], [-5.2933, -1.8989, 2.0340], [-4.3824, -1.4786, 3.4830], [-2.9727, -2.8912, 2.1068], [-2.2961, -1.2601, 2.0584], [-1.2321, -0.5771, 7.5368], [-2.6466, -1.6439, 7.7487], [-2.4947, -2.9518, 7.0150], [-2.5476, -2.7365, 5.2443], [-3.5259, -1.1001, 7.4140], [-2.7377, -1.8305, 8.8158], [-3.3094, -3.6195, 7.2719], [-1.5563, -3.4416, 7.2644], [0.1199, -4.0016, -0.5617], [1.6281, -4.6105, 0.1577], [2.0630, -5.9198, -0.4476], [0.9697, -7.2642, -0.0137], [1.4776, -4.6962, 1.2292], [2.3908, -3.8544, -0.0252], [3.0510, -6.1843, -0.0747], [2.1039, -5.8613, -1.5317], [-1.7457, 6.9392, 2.5158], [0.0367, 6.9248, 2.6603], [0.6405, 5.5903, 2.3087], [0.2331, 4.3364, 3.5149], [0.2850, 7.2197, 3.6770], [0.4143, 7.6811, 1.9745], [1.7159, 5.6725, 2.2882], [0.3063, 5.2409, 1.3414], [-6.8582, -3.7705, 2.9017], [-7.8741, -3.6325, 4.3593], [-7.8494, -2.2477, 4.9523], [-6.2669, -1.8539, 5.6686], [-7.5333, -4.3756, 5.0757], [-8.8903, -3.8811, 4.0574], [-8.5838, -2.1818, 5.7534], [-8.0773, -1.4904, 4.2065], [-4.5932, -1.4065, -3.5579], [-5.2774, -3.0086, -3.1948], [-6.7414, -2.9405, -2.8419], [-7.0266, -2.1342, -1.2777], [-4.6945, -3.4426, -2.3856], [-5.1466, -3.6204, -4.0862], [-7.1420, -3.9495, -2.7562], [-7.3055, -2.4043, -3.6006], [-3.9968, -4.0995, 9.8238], [-3.7915, -5.7898, 10.3539], [-2.5556, -6.4147, 9.7613], [-2.7047, -6.6468, 8.0014], [-4.6877, -6.3369, 10.0746], [-3.7148, -5.7777, 11.4397], [-2.3955, -7.3967, 10.2029], [-1.6760, -5.8029, 9.9445]],
  "mulliken_charge": [0.35, 0.25, -0.62, -0.68, 0.04, -0.34, -0.72, 1.23, -0.87, -0.85, -0.30, -0.20, -0.56, -0.54, 0.09, -0.17, -0.20, 0.13, -0.60, -0.12, 0.07, -0.11, -0.34, 0.00, -0.01, 0.36, 0.23, 0.32, 0.38, 0.27, -0.45, 0.26, 0.24, 0.39, 0.33, 0.32, 0.21, 0.27, 0.15, 0.24, 0.37, 0.24, -0.19, -0.47, -0.50, -0.13, 0.33, 0.33, 0.28, 0.33, -0.17, -0.06, -0.61, -0.18, -0.19, 0.41, 0.46, 0.31, -0.22, 0.52, -0.01, -0.10, -0.01, -0.25, 0.36, -0.24, -0.21, -0.29, -0.59, -0.08, 0.21, 0.30, 0.24, 0.34, -0.14, -0.37, -0.47, -0.21, 0.23, 0.28, 0.33, 0.33, -0.22, -0.43, -0.28, -0.18, 0.33, 0.32, 0.26, 0.20, -0.13, -0.42, -0.65, -0.10, 0.32, 0.30, 0.35, 0.35, -0.16, -0.40, -0.47, -0.14, 0.22, 0.35, 0.28, 0.33, -0.16, -0.46, -0.51, -0.16, 0.34, 0.31, 0.34, 0.32]
}


Record 2
{
  "formula": "C30H58BrFNO19",
  "method": "wB97M-V/def2-TZVPD",
  "multiplicity": 2,
  "lumo_ha": [0.0206, 0.0122],
  "total_energy_ha": -5336.0778,
  "s2": 0.754,
  "largest_force_ev_per_a": 0.35,
  "species": ["C", "C", "Br", "C", "C", "F", "C", "C", "C", "C", "N", "O", "C", "C", "C", "C", "H", "H", "H", "H", "H", "H", "H", "H", "H", "H", "H", "H", "H", "H", "H", "H", "H", "H", "H", "H", "H", "H", "C", "O", "C", "O", "O", "C", "H", "H", "H", "H", "H", "H", "C", "O", "C", "O", "O", "C", "H", "H", "H", "H", "H", "H", "C", "O", "C", "O", "O", "C", "H", "H", "H", "H", "H", "H", "C", "O", "C", "O", "O", "C", "H", "H", "H", "H", "H", "H", "C", "O", "C", "O", "O", "C", "H", "H", "H", "H", "H", "H", "C", "O", "C", "O", "O", "C", "H", "H", "H", "H", "H", "H"],
  "coordinates": [[1.8195, 4.4781, 4.0862], [2.2781, 3.0270, 4.1989], [0.9502, 1.8567, 3.3076], [3.6681, 2.7389, 3.6140], [4.8340, 2.2515, 4.5174], [5.0777, 0.9145, 4.0897], [6.1370, 2.9940, 4.2155], [6.4198, 4.2596, 5.0676], [7.7296, 4.1037, 5.8530], [6.5375, 5.4888, 4.1721], [5.2653, 4.4934, 5.9945], [4.3621, 5.2823, 5.5492], [4.7703, 3.3919, 6.8790], [5.7312, 3.1294, 8.0392], [3.4506, 3.8407, 7.4969], [4.5997, 2.1092, 6.0235], [2.3526, 4.9906, 3.2858], [0.7543, 4.5506, 3.8855], [2.0309, 5.0126, 5.0107], [2.2070, 2.6806, 5.2228], [3.9904, 3.6284, 3.0731], [3.5844, 1.9468, 2.8746], [6.1400, 3.2648, 3.1594], [6.9410, 2.2703, 4.3516], [8.5632, 4.3259, 5.1871], [7.7620, 4.8014, 6.6901], [7.8852, 3.0968, 6.2311], [6.5488, 6.4038, 4.7616], [5.7096, 5.5570, 3.4705], [7.4696, 5.4270, 3.6096], [5.2902, 2.3690, 8.6839], [6.6990, 2.7560, 7.7243], [5.8750, 4.0366, 8.6274], [3.1396, 3.0892, 8.2235], [2.6597, 3.9638, 6.7655], [3.5748, 4.7910, 8.0123], [3.6211, 1.6688, 6.2124], [5.3273, 1.3609, 6.3417], [-0.2916, 3.2704, -3.7782], [0.6122, 2.3122, -3.1948], [1.0556, 2.6398, -1.9872], [0.7425, 3.6232, -1.3627], [1.9000, 1.6960, -1.5674], [2.4101, 1.9192, -0.2450], [-0.5606, 2.8611, -4.7460], [-1.1729, 3.3947, -3.1527], [0.2023, 4.2314, -3.8949], [1.5990, 1.9309, 0.4805], [2.9450, 2.8666, -0.2009], [3.0843, 1.0904, -0.0496], [0.3530, -0.9823, -2.0594], [-0.7008, -1.9503, -1.9443], [-0.8641, -2.7182, -3.0199], [-0.2131, -2.6622, -4.0325], [-1.8694, -3.5618, -2.7869], [-2.1542, -4.4589, -3.8680], [0.3568, -0.4520, -1.1129], [1.3080, -1.4786, -2.2217], [0.1603, -0.2970, -2.8815], [-1.2892, -5.0817, -4.0872], [-2.4300, -3.9052, -4.7632], [-2.9848, -5.0702, -3.5312], [-5.1380, -7.3514, -7.8957], [-5.2779, -8.3723, -6.8997], [-4.5803, -8.1518, -5.7858], [-3.8764, -7.1961, -5.5763], [-4.7917, -9.1634, -4.9476], [-4.0993, -9.0547, -3.6958], [-5.7570, -7.6749, -8.7262], [-5.4818, -6.3938, -7.5095], [-4.0980, -7.2602, -8.2033], [-4.4138, -8.1591, -3.1634], [-3.0237, -9.0196, -3.8575], [-4.3707, -9.9428, -3.1328], [-5.8651, 5.1783, 0.3364], [-4.7363, 4.8467, 1.1523], [-3.5822, 4.7615, 0.4887], [-3.4404, 4.9374, -0.6966], [-2.6237, 4.4182, 1.3371], [-1.3141, 4.3868, 0.7439], [-6.7113, 5.2067, 1.0154], [-5.7210, 6.1472, -0.1384], [-6.0148, 4.4228, -0.4327], [-1.0115, 5.3904, 0.4498], [-1.3034, 3.7436, -0.1305], [-0.6582, 3.9984, 1.5164], [-3.2146, -13.6097, 0.7384], [-4.1396, -14.1592, -0.2087], [-4.7184, -13.2572, -0.9988], [-4.5228, -12.0679, -0.9700], [-5.5498, -13.8894, -1.8246], [-6.2375, -13.0329, -2.7457], [-2.8371, -14.4606, 1.2961], [-2.4044, -13.0964, 0.2242], [-3.7196, -12.9088, 1.4001], [-5.5271, -12.5147, -3.3874], [-6.8380, -12.3010, -2.2091], [-6.8693, -13.6918, -3.3321], [-2.2970, 6.2802, -3.6128], [-2.0807, 5.1445, -4.4657], [-2.4561, 5.3120, -5.7301], [-2.9491, 6.3047, -6.2001], [-2.1946, 4.1830, -6.3955], [-2.5549, 4.2196, -7.7816], [-1.9547, 5.9653, -2.6323], [-1.7290, 7.1349, -3.9752], [-3.3550, 6.5299, -3.5751], [-2.0082, 5.0077, -8.2961], [-3.6232, 4.3956, -7.8923], [-2.2838, 3.2450, -8.1747]],
  "mulliken_spin": [0.00, 0.00, 0.00, -0.01, 0.02, 0.00, 0.01, -0.01, 0.02, 0.00, 0.45, 0.50, -0.02, 0.02, 0.01, 0.00, 0.00, 0.00, 0.00, 0.00, 0.00, 0.00, 0.00, 0.00, 0.00, -0.01, 0.00, 0.00, 0.00, 0.00, 0.00, 0.00, -0.01, 0.00, 0.00, 0.00, 0.00, 0.00, 0.00, 0.00, 0.00, 0.00, 0.00, 0.00, 0.00, 0.00, 0.00, 0.00, 0.00, 0.00, 0.00, 0.00, 0.00, 0.00, 0.00, 0.00, 0.00, 0.00, 0.00, 0.00, 0.00, 0.00, 0.00, 0.00, 0.00, 0.00, 0.00, 0.00, 0.00, 0.00, 0.00, 0.00, 0.00, 0.00, 0.00, 0.00, 0.00, 0.00, 0.00, 0.00, 0.00, 0.00, 0.00, 0.00, 0.00, 0.00, 0.00, 0.00, 0.00, 0.00, 0.00, 0.00, 0.00, 0.00, 0.00, 0.00, 0.00, 0.00, 0.00, 0.00, 0.00, 0.00, 0.00, 0.00, 0.00, 0.00, 0.00, 0.00, 0.00, 0.00]
}


Record 3
{
  "formula": "C30H58ClHfNP2Si2",
  "method": "wB97M-V/def2-TZVPD",
  "lumo_ha": -0.0192,
  "total_energy_ha": -3002.6275,
  "largest_force_ev_per_a": 2.18,
  "species": ["Hf", "C", "C", "C", "Si", "C", "C", "Si", "H", "H", "H", "Cl", "C", "C", "C", "C", "H", "H", "H", "H", "H", "H", "H", "H", "H", "H", "H", "H", "C", "C", "P", "H", "H", "P", "H", "H", "C", "C", "C", "C", "C", "H", "C", "H", "H", "H", "H", "H", "H", "H", "C", "C", "H", "H", "H", "H", "H", "H", "H", "C", "C", "H", "H", "H", "H", "H", "H", "C", "C", "H", "H", "H", "H", "H", "H", "H", "C", "H", "H", "H", "C", "C", "C", "C", "C", "C", "N", "H", "H", "H", "H", "H", "H", "H", "H"],
  "coordinates": [[0.2522, 0.0098, 0.4401], [2.1444, -0.1545, -1.4971], [1.3340, -1.3169, -1.4732], [-0.0093, -0.8742, -1.7931], [1.9940, -3.0724, -1.2410], [-0.0039, 0.5415, -1.8868], [1.3437, 1.0097, -1.6047], [2.0467, 2.7519, -1.6258], [3.2403, -0.1555, -1.5279], [-0.8447, -1.5282, -2.0370], [-0.8257, 1.1677, -2.2183], [-2.9685, 0.2557, 2.9120], [3.9071, 2.7349, -1.5436], [1.4738, 3.6562, -3.1431], [3.8615, -3.1419, -1.2786], [1.3320, -4.2025, -2.5512], [2.1179, 3.3334, -3.9724], [1.6027, 4.7370, -3.0054], [0.4327, 3.4542, -3.4160], [4.3006, 2.2783, -0.6281], [4.2460, 3.7807, -1.5860], [4.3120, 2.2040, -2.4171], [1.9289, -4.0251, -3.4558], [0.2786, -4.0423, -2.8006], [1.4694, -5.2488, -2.2527], [4.2160, -2.7636, -2.2490], [4.1430, -4.2030, -1.1969], [4.3663, -2.5944, -0.4765], [1.3390, 3.5352, -0.0503], [1.3489, -3.5219, 0.4921], [-0.2787, 2.8136, 0.4056], [1.2979, 4.6265, -0.1940], [2.0440, 3.3202, 0.7684], [-0.2592, -2.7157, 0.8564], [2.0788, -3.1548, 1.2324], [1.3050, -4.6197, 0.5708], [-0.8300, -3.4969, 2.4525], [-1.3968, -3.6514, -0.3379], [-1.3867, 3.5297, -0.9603], [-0.8642, 3.8884, 1.8168], [-0.9714, 3.0564, 3.0820], [-1.8817, 4.1939, 1.5248], [-0.0250, 5.1367, 2.0907], [1.0234, 4.8839, 2.2690], [-0.4167, 5.6229, 2.9952], [-0.0795, 5.8723, 1.2800], [-1.6691, 2.2142, 2.9332], [-1.3668, 3.6575, 3.9146], [0.0031, 2.6515, 3.3884], [-0.9515, 3.1359, -1.8904], [-1.3684, 5.0599, -1.0326], [-2.8329, 3.0179, -0.8509], [-0.3706, 5.4754, -1.2068], [-1.7850, 5.5136, -0.1255], [-2.0024, 5.3699, -1.8750], [-2.9304, 1.9638, -1.1316], [-3.4723, 3.5990, -1.5324], [-3.2360, 3.1317, 0.1656], [-0.9771, -3.4349, -1.3313], [-2.8402, -3.1239, -0.3025], [-1.3788, -5.1701, -0.1309], [-0.3821, -5.6113, -0.2325], [-2.0179, -5.6288, -0.8983], [-1.7883, -5.4506, 0.8469], [-2.9400, -2.1350, -0.7616], [-3.2316, -3.0581, 0.7226], [-3.4889, -3.8121, -0.8652], [-0.9357, -2.4427, 3.5392], [0.0252, -4.6631, 2.9499], [-1.8464, -3.8619, 2.2329], [1.0722, -4.3671, 3.0668], [-0.0251, -5.5401, 2.2933], [-0.3532, -4.9719, 3.9345], [0.0329, -1.9726, 3.7508], [-1.3134, -2.8811, 4.4751], [-1.6473, -1.6526, 3.2456], [-1.9148, 0.0201, 0.3223], [-2.4590, -0.0569, -0.6269], [-2.3153, -0.8058, 0.9391], [-2.2927, 0.9525, 0.7826], [0.1037, 0.4196, 4.3787], [1.4008, 0.3601, 3.6945], [2.5980, 0.4690, 4.4075], [3.6366, 0.2752, 3.4959], [3.0565, 0.0586, 2.2364], [3.8262, -0.2455, 1.0231], [1.6729, 0.1474, 2.3399], [0.0146, -0.3996, 5.1103], [-0.7319, 0.3585, 3.6645], [0.0206, 1.3534, 4.9555], [2.6375, 0.6446, 5.4760], [4.7037, 0.2806, 3.6779], [3.8549, 0.5962, 0.3150], [4.8737, -0.4492, 1.2983], [3.4662, -1.1551, 0.5218]],
  "mulliken_charge": [2.09, -0.22, -0.40, -0.10, 0.09, 0.03, -0.48, -0.13, 0.77, 0.57, 0.61, -0.59, -1.22, -1.17, -1.32, -1.22, 0.40, 0.38, 0.34, 0.30, 0.41, 0.37, 0.41, 0.37, 0.38, 0.37, 0.41, 0.40, -1.46, -1.44, 0.36, 0.78, 0.48, 0.20, 0.42, 0.89, 0.60, 1.19, 1.15, 0.59, -1.32, 0.54, -1.65, 0.26, 0.49, 0.32, 0.01, 0.48, 0.23, -0.70, -1.59, -1.20, 0.30, 0.31, 0.49, 0.22, 0.46, 0.22, -0.84, -1.21, -1.58, 0.28, 0.48, 0.30, 0.23, 0.22, 0.46, -1.36, -1.65, 0.53, 0.28, 0.32, 0.48, 0.25, 0.47, 0.02, -1.44, 0.30, 0.53, 0.53, -1.57, 0.29, -1.42, -1.32, 0.36, 0.62, 1.14, 0.49, -0.03, 0.53, 0.53, 0.52, -0.69, 0.62, -1.16]
}


> What is the formula in the first record?

C30H58BCl18FIO5